{
  "formula": "C6H11DyN5P",
  "method": "wB97M-V/def2-TZVPD",
  "multiplicity": 6,
  "lumo_energy_ha": [-0.008, -0.004],
  "total_charge": 0,
  "homo_energy_ev": [-5.74, -5.88],
  "energy_ha": -1735.1058,
  "orbital_gap_ev": [5.516, 5.772],
  "elements": ["C", "C", "C", "C", "C", "Dy", "P", "H", "H", "H", "H", "H", "H", "H", "H", "N", "N", "N", "C", "N", "N", "H", "H", "H"],
  "positions_angstrom": [[-2.123, 1.563, -0.501], [-2.716, 1.230, -1.698], [-2.681, -0.077, -2.260], [-2.269, -1.212, -1.482], [-1.671, -1.068, -0.260], [-0.409, 0.367, -1.332], [0.158, 2.117, 0.849], [-2.367, 2.532, -0.063], [-3.174, 2.016, -2.319], [-3.085, -0.235, -3.269], [-1.395, -1.936, 0.344], [-2.435, -2.188, -1.963], [0.094, 1.612, 2.169], [-0.531, 3.311, 1.122], [1.462, 2.717, 0.865], [3.707, -0.570, 2.287], [2.793, -0.942, 1.310], [2.411, -2.216, 1.166], [1.464, -2.102, 0.224], [1.232, -0.815, -0.126], [2.114, -0.061, 0.600], [4.204, 0.263, 1.999], [4.316, -1.358, 2.482], [0.901, -2.947, -0.144]]
}

***

{
  "formula": "C3H5N3",
  "method": "wB97M-V/def2-TZVPD",
  "lumo_energy_ha": 0.023,
  "total_charge": 0,
  "homo_energy_ev": -9.06,
  "energy_ha": -281.4117,
  "orbital_gap_ev": 9.674,
  "de_lowest_kj_mol": 468.2,
  "elements": ["C", "N", "N", "C", "C", "N", "H", "H", "H", "H", "H"],
  "positions_angstrom": [[-1.657, 0.203, 0.288], [-0.325, 0.117, 0.680], [0.372, 1.194, 0.393], [1.300, 0.564, -0.317], [1.349, -0.836, -0.149], [0.265, -1.181, 0.453], [-2.257, -0.430, 0.930], [-1.071, -0.322, -0.995], [-2.116, 1.103, -0.119], [2.106, 1.180, -0.680], [2.035, -1.592, -0.483]]
}

***

{
  "formula": "C35H41ClCoN5O",
  "method": "wB97M-V/def2-TZVPD",
  "lumo_energy_ha": [-0.001, -0.001],
  "total_charge": 0,
  "homo_energy_ev": [-7.18, -7.20],
  "energy_ha": -3550.2384,
  "orbital_gap_ev": [7.145, 7.178],
  "de_lowest_kj_mol": 0.0,
  "elements": ["Co", "C", "C", "C", "C", "C", "C", "C", "C", "C", "C", "C", "C", "C", "C", "C", "N", "H", "H", "H", "H", "H", "H", "H", "H", "H", "H", "C", "C", "C", "C", "C", "O", "C", "C", "C", "C", "C", "C", "Cl", "C", "C", "C", "N", "C", "N", "C", "N", "H", "H", "H", "H", "H", "H", "H", "H", "H", "H", "H", "H", "H", "H", "H", "H", "H", "H", "H", "H", "H", "H", "C", "C", "C", "C", "N", "H", "H", "H", "H", "H", "H", "H", "H", "H"],
  "positions_angstrom": [[-1.766, 0.621, 1.211], [-3.487, 2.875, -1.948], [-3.479, 4.143, -1.373], [-2.946, 4.309, -0.109], [-2.439, 3.206, 0.580], [-2.472, 1.908, 0.038], [-2.989, 1.781, -1.253], [-1.764, 3.300, 1.878], [-1.682, 4.477, 2.662], [-0.988, 4.462, 3.830], [-0.358, 3.270, 4.261], [0.371, 3.181, 5.465], [0.939, 1.998, 5.846], [0.790, 0.854, 5.036], [0.090, 0.912, 3.863], [-0.491, 2.127, 3.445], [-1.186, 2.175, 2.271], [-3.896, 2.740, -2.943], [-3.874, 4.993, -1.915], [-2.911, 5.302, 0.324], [-3.039, 0.805, -1.722], [-2.178, 5.374, 2.323], [-0.913, 5.351, 4.445], [0.464, 4.067, 6.083], [1.495, 1.929, 6.771], [1.228, -0.083, 5.354], [-0.049, 0.034, 3.246], [5.730, -0.184, -2.337], [4.985, -1.525, -2.384], [5.026, -2.049, -3.824], [5.742, -2.522, -1.495], [3.492, -1.383, -1.915], [2.915, -2.665, -1.742], [2.647, -0.512, -2.878], [1.737, -1.258, -3.861], [0.527, -1.922, -3.245], [0.302, -3.283, -3.422], [-0.767, -3.925, -2.818], [-1.629, -3.189, -2.022], [-2.944, -3.988, -1.216], [-1.453, -1.826, -1.853], [-0.383, -1.202, -2.478], [3.458, -0.774, -0.506], [2.143, -0.787, 0.100], [1.240, 0.201, 0.094], [0.114, -0.220, 0.621], [0.392, -1.508, 0.975], [1.613, -1.884, 0.680], [6.745, -0.322, -2.716], [5.821, 0.197, -1.319], [5.258, 0.584, -2.951], [6.064, -2.182, -4.131], [4.560, -1.361, -4.531], [4.542, -3.025, -3.919], [6.697, -2.770, -1.961], [5.176, -3.442, -1.356], [5.967, -2.108, -0.511], [2.870, -3.114, -2.592], [3.306, 0.145, -3.444], [2.010, 0.158, -2.296], [2.306, -2.005, -4.422], [1.403, -0.528, -4.604], [0.984, -3.865, -4.033], [-0.923, -4.987, -2.948], [-2.127, -1.269, -1.214], [-0.259, -0.132, -2.341], [3.764, 0.270, -0.538], [4.131, -1.322, 0.148], [1.425, 1.182, -0.314], [-0.332, -2.152, 1.446], [-4.605, -1.925, 2.439], [-4.375, -0.492, 1.944], [-4.799, 0.508, 3.026], [-5.181, -0.254, 0.668], [-2.960, -0.328, 1.726], [-5.671, -2.122, 2.582], [-4.087, -2.088, 3.385], [-4.217, -2.636, 1.706], [-5.842, 0.351, 3.316], [-4.691, 1.527, 2.648], [-4.167, 0.395, 3.909], [-6.252, -0.355, 0.870], [-4.905, -0.983, -0.097], [-4.992, 0.746, 0.277]]
}

***

{
  "formula": "C11H22ClNO6",
  "method": "wB97M-V/def2-TZVPD",
  "lumo_energy_ha": 0.141,
  "total_charge": -2,
  "homo_energy_ev": -1.59,
  "energy_ha": -1398.7723,
  "orbital_gap_ev": 5.435,
  "de_lowest_kj_mol": 0.0,
  "elements": ["C", "C", "C", "N", "C", "C", "C", "C", "C", "C", "H", "H", "H", "H", "H", "H", "H", "H", "H", "H", "H", "H", "H", "H", "H", "H", "H", "H", "H", "H", "Cl", "O", "C", "O", "O", "H", "O", "C", "O", "O", "H"],
  "positions_angstrom": [[22.369, -7.885, -16.751], [23.849, -8.201, -16.524], [24.337, -8.272, -15.050], [25.845, -8.386, -14.840], [26.191, -8.288, -13.335], [26.201, -6.888, -12.713], [26.983, -5.875, -13.598], [26.440, -5.909, -15.074], [26.609, -7.320, -15.641], [26.335, -9.747, -15.449], [22.007, -6.940, -16.347], [21.675, -8.631, -16.363], [22.034, -7.829, -17.787], [24.253, -7.340, -17.056], [24.108, -9.078, -17.118], [23.796, -9.011, -14.459], [24.052, -7.340, -14.563], [25.604, -9.037, -12.803], [27.208, -8.678, -13.378], [25.181, -6.519, -12.608], [26.691, -6.894, -11.740], [26.873, -4.872, -13.184], [28.044, -6.106, -13.501], [25.420, -5.567, -15.245], [27.012, -5.286, -15.762], [26.436, -7.504, -16.702], [27.656, -7.514, -15.411], [27.424, -9.733, -15.484], [25.976, -9.899, -16.466], [25.991, -10.530, -14.773], [29.962, -9.381, -14.410], [30.218, -6.013, -15.614], [29.921, -5.553, -16.797], [29.589, -6.464, -17.565], [29.826, -4.343, -17.094], [30.135, -6.969, -15.619], [28.688, -11.346, -11.874], [27.493, -11.833, -11.646], [26.994, -11.995, -10.494], [26.769, -11.988, -12.636], [28.679, -11.223, -12.826]]
}